This record from the Open Molecules 2025 dataset describes a cluster of 5 separate species, C38H44Cl8N3 in total at a distorted geometry. The level of theory is the ωB97M-V functional and the def2-TZVPD basis.

XYZ file:
```
93
Properties=species:S:1:pos:R:3:forces:R:3
Cl -3.1790 0.7535 -5.1452 0.3 0.1 -0.5
Cl 3.7436 -0.7448 -6.9261 0.0 0.0 0.0
Cl 2.1873 -3.5230 4.2665 -0.1 0.0 0.0
Cl 3.5403 -0.4004 1.9931 0.2 0.0 -0.1
Cl 5.8648 -1.2830 0.0033 0.0 0.0 0.0
Cl -4.4788 3.4332 -4.0020 -0.1 -0.1 0.0
Cl 0.7816 -0.7835 5.1193 0.0 0.0 0.2
Cl 3.9616 -0.0782 -3.8153 -0.1 -0.2 -0.2
N -5.3414 -1.1073 -0.7842 -0.2 0.1 -0.3
N -4.6670 -1.1506 -1.9566 0.1 -0.1 -0.3
N -5.6437 0.7757 -1.7162 0.0 0.2 -0.4
C 4.6585 0.0385 5.4876 0.0 -0.1 0.0
C 5.3421 1.0181 -1.2960 0.0 0.2 0.3
C -4.8111 -1.8995 1.4952 -0.5 0.1 0.1
C 5.0343 -1.2140 -4.5703 -0.1 0.0 0.0
C 4.9316 -1.5041 -5.9245 0.0 0.0 -0.1
C -2.9929 0.6919 3.0341 -0.1 0.7 0.6
C 4.6684 2.2124 -1.4933 0.0 0.0 0.1
C -2.1489 1.7427 2.3212 -0.4 0.1 -0.3
C -0.1336 0.0661 0.5567 -0.3 -0.6 -0.1
C 2.5028 -0.9491 5.1104 0.0 0.1 0.1
C -5.8889 -1.2764 2.4001 0.3 -0.3 0.6
C -2.2072 1.9697 -4.3808 0.1 -0.1 0.0
C -4.8617 -0.0009 -2.5302 -0.1 -0.2 0.6
C -5.9426 0.0587 -0.6308 0.3 -0.4 -0.1
C -5.2957 -0.2914 3.4174 -0.2 -0.1 -0.8
C 6.0048 -1.8389 -3.8029 0.1 -0.1 0.0
C -1.5877 0.3685 0.1859 -0.1 0.7 -0.2
C 3.6525 2.5887 -0.6286 0.0 0.0 -0.1
C 6.7635 -3.0457 -5.7354 0.0 0.0 0.1
C 3.2784 0.1407 5.4788 0.1 0.1 0.0
C 4.4953 -2.2428 4.7564 0.1 0.1 0.1
C -4.4945 0.8604 2.7688 0.4 -0.9 0.6
C 3.1110 -2.1412 4.7454 0.1 -0.2 0.0
C 5.2680 -1.1564 5.1277 -0.1 0.1 0.0
C -5.2559 -2.2822 0.0920 0.7 -0.3 0.6
C 5.7962 -2.4207 -6.5040 0.1 -0.1 0.0
C -0.8435 1.7505 -4.2612 0.2 0.0 0.0
C -0.7502 -2.1820 1.6506 -0.1 0.0 0.3
C 5.0069 0.2010 -0.2251 0.1 0.0 -0.1
C 0.0797 -0.9106 1.7216 0.2 0.2 -0.3
C -0.6050 3.8794 -3.1750 0.0 -0.1 0.0
C -2.1399 1.6655 0.7924 0.5 -0.2 0.0
C 3.9911 0.5802 0.6432 -0.2 0.0 0.1
C -2.7717 3.1377 -3.8916 0.0 0.1 0.1
C 3.3142 1.7720 0.4379 0.0 0.1 -0.1
C -1.9685 4.0944 -3.2902 0.1 0.1 0.1
C -0.0420 2.7051 -3.6584 -0.1 0.1 0.1
C 6.8688 -2.7528 -4.3833 0.0 0.0 -0.1
H -4.6544 -0.8852 4.0681 0.2 0.1 0.1
H -2.2638 -0.4610 0.3989 0.1 -0.2 0.1
H 5.7131 -2.6460 -7.5580 -0.1 0.1 0.0
H 2.8020 1.0697 5.7599 -0.1 0.0 0.0
H -1.6224 0.5040 -0.8982 -0.1 0.0 -0.1
H -4.4560 0.2836 -3.4995 -0.3 0.0 0.5
H -0.0349 -0.3938 2.6744 -0.2 -0.2 0.0
H -1.4927 2.4730 0.4427 -0.1 0.1 -0.1
H 0.4028 0.9958 0.7454 0.0 0.1 0.1
H -0.7061 -2.6400 0.6619 0.0 0.0 -0.1
H 1.1236 -1.2157 1.6691 0.0 0.1 0.2
H -0.3871 -2.9032 2.3802 0.1 -0.1 0.0
H -2.8504 0.8462 4.1065 0.1 -0.2 0.1
H -3.1270 1.8586 0.3626 -0.1 0.1 0.1
H -4.4807 -2.8109 1.9886 0.2 -0.1 -0.1
H -2.6713 -0.3311 2.8470 0.1 0.0 -0.2
H 4.9368 2.8480 -2.3264 0.0 0.0 0.0
H -1.7974 -2.0232 1.9067 -0.1 0.1 -0.1
H -4.4682 -2.8897 -0.3387 0.1 0.0 -0.3
H -6.7437 -0.8532 1.8709 0.1 0.2 -0.2
H -6.5432 0.3559 0.2055 -0.1 0.1 0.1
H 0.0187 4.6281 -2.7064 0.0 0.0 0.0
H 3.1230 3.5196 -0.7834 0.0 0.0 0.0
H 7.6239 -3.2370 -3.7788 0.0 0.0 0.0
H 7.4344 -3.7609 -6.1914 0.0 0.0 0.0
H 6.1323 0.7308 -1.9734 0.0 -0.1 0.1
H -4.5997 0.8863 1.6814 -0.5 0.2 0.0
H -6.2962 -2.1006 2.9858 -0.4 0.0 -0.1
H -2.5682 2.7190 2.5800 0.0 0.1 0.1
H -6.1053 0.0830 4.0409 0.0 0.1 0.0
H 0.3411 -0.3722 -0.3236 0.1 0.0 -0.1
H 6.3461 -1.2410 5.1356 0.0 0.0 0.0
H -4.8444 1.7800 3.2274 0.1 0.4 -0.4
H -0.4073 0.8365 -4.6402 -0.1 0.0 0.0
H -1.1320 1.7590 2.7096 0.1 -0.2 -0.1
H 1.0216 2.5328 -3.5665 0.0 0.0 0.0
H 2.5247 2.0649 1.1159 0.0 -0.1 0.1
H 4.9684 -3.1727 4.4735 -0.1 0.0 0.0
H -3.9285 -1.2712 1.4034 0.0 0.1 0.0
H -2.4077 5.0066 -2.9110 -0.1 0.0 0.0
H -5.9163 1.7269 -1.9224 -0.1 0.0 0.1
H -6.1501 -2.8991 0.0732 -0.4 0.4 -0.1
H 6.0868 -1.6162 -2.7507 -0.1 0.0 0.1
H 5.2593 0.8904 5.7753 0.0 0.0 0.0
```
Positions in Å, forces in eV/Å.

Results
Total energy, eV: -144764.56260
Charge: +1
Frontier orbital gap, eV: 7.93
Energy above the lowest of the compared OMol25 structures with the same formula, charge and spin, eV: 0.000